No. 1
Below is a molecular structure, C23H28ClKN2O7S3 at a distorted geometry, with properties calculated with ωB97M-V/def2-TZVPD.

Results
Orbital gap (alpha / beta) (Eh): 0.068 / 0.062
E_LUMO (alpha / beta) (eV): 3.13 / 3.26
Charge: -2
Calculated total energy (eV): -102968.6060
HOMO level (alpha / beta) (eV): 1.27 / 1.57

Atoms and positions in Å:
K  12.98920  -18.09072  -0.26903
C  13.15648  -23.97868  4.78052
O  14.02783  -24.39692  3.72568
C  14.22856  -23.34686  2.84290
C  15.47016  -23.23701  2.20577
C  15.77987  -22.13760  1.41050
C  14.92540  -21.06264  1.27632
C  15.49621  -19.87568  0.60847
C  16.76222  -19.93568  -0.18867
O  15.05680  -18.75237  0.96314
C  13.55262  -21.16296  1.85438
O  12.65806  -20.29094  1.76164
C  13.29196  -22.29964  2.68595
H  13.14029  -24.75710  5.51708
H  12.15234  -23.89475  4.41209
H  13.49353  -23.01349  5.26892
H  16.22186  -24.04493  2.33391
H  16.74602  -22.21595  0.91126
H  16.74290  -20.65409  -0.99090
H  17.61847  -20.06604  0.49983
H  16.83979  -18.95692  -0.70109
H  12.28881  -22.35476  3.14403
O  13.72152  -21.24481  -1.84513
S  12.53254  -20.75736  -2.60844
C  12.47100  -21.56200  -4.25959
C  11.16021  -22.33447  -4.54322
C  10.21225  -22.06808  -3.29609
C  10.99909  -21.57870  -2.08895
H  13.40829  -22.11362  -4.50678
H  12.40897  -20.61527  -4.89615
H  11.29847  -23.42194  -4.70647
H  10.68985  -21.93057  -5.46115
H  9.58562  -22.92988  -3.05555
H  9.49502  -21.26393  -3.61872
H  11.36347  -22.25386  -1.33648
H  10.47031  -20.76795  -1.53258
O  5.61064  -14.80566  0.14097
S  5.73565  -16.24203  -0.16025
O  4.67805  -17.14216  0.21564
N  7.21449  -16.80034  0.48074
C  7.96123  -17.26679  -0.50117
S  9.57559  -17.86301  -0.42786
C  7.31266  -17.12701  -1.85828
C  7.79728  -17.60261  -3.08867
C  7.07244  -17.35622  -4.23615
C  5.84051  -16.71567  -4.18555
C  5.26760  -16.32924  -3.00930
C  6.06875  -16.48763  -1.87785
H  8.70979  -18.20937  -3.09223
H  7.48844  -17.68958  -5.19398
H  5.31072  -16.49724  -5.06610
H  4.25052  -15.89730  -2.88221
Cl  14.19595  -14.04963  2.58117
C  14.14061  -15.19480  1.43127
H  14.96246  -15.13136  0.72087
H  13.55671  -16.09334  1.62542
C  12.76052  -15.57900  -4.41373
C  11.93385  -15.84565  -3.17019
N  10.60522  -15.93067  -3.33122
O  12.40450  -16.11666  -2.06206
H  13.69006  -15.12787  -4.04718
H  12.20231  -14.92203  -5.06288
H  13.09215  -16.52506  -4.83314
H  10.32519  -16.06972  -4.27658
H  10.12192  -16.42848  -2.60106

natural (NBO) atomic charges, in units of e:
1. K 0.87
2. C -0.25
3. O -0.52
4. C 0.32
5. C -0.40
6. C -0.14
7. C -0.33
8. C 0.56
9. C -0.72
10. O -0.63
11. C 0.54
12. O -0.75
13. C -0.46
14. H 0.17
15. H 0.17
16. H 0.19
17. H 0.19
18. H 0.19
19. H 0.22
20. H 0.23
21. H 0.23
22. H 0.21
23. O -0.96
24. S 1.23
25. C -0.64
26. C -0.41
27. C -0.41
28. C -0.65
29. H 0.25
30. H 0.22
31. H 0.21
32. H 0.20
33. H 0.22
34. H 0.21
35. H 0.26
36. H 0.27
37. O -0.94
38. S 2.23
39. O -0.95
40. N -0.71
41. C 0.11
42. S -0.36
43. C -0.11
44. C -0.19
45. C -0.23
46. C -0.22
47. C -0.22
48. C -0.23
49. H 0.24
50. H 0.20
51. H 0.20
52. H 0.23
53. Cl -0.14
54. C -1.03
55. H 0.16
56. H 0.15
57. C -0.74
58. C 0.66
59. N -0.82
60. O -0.64
61. H 0.25
62. H 0.21
63. H 0.23
64. H 0.37
65. H 0.43

***

No. 2
Below is 12 unconnected molecules or ions with the total composition C4H32N2O13 at a distorted geometry, with properties calculated with ωB97M-V/def2-TZVPD.

Results
Orbital gap (alpha / beta) (Eh): 0.076 / 0.344
E_LUMO (alpha / beta) (eV): 2.41 / 2.35
Charge: -1
Calculated total energy (eV): -34265.1333
Relative energy (zero: lowest compared OMol25 entry of this formula, charge and spin) (eV): 3.0594
2S+1: 2
HOMO level (alpha / beta) (eV): 0.33 / -7.01

Atoms and positions in Å:
N  -0.92971  -0.00887  0.89337
C  -1.55182  -0.58862  -0.32580
C  -3.06376  -1.06984  -0.19382
C  -4.05243  0.06474  -0.41968
O  -3.70219  1.28058  0.33119
C  -0.65151  -1.73406  -0.83903
N  -0.61387  -1.84836  -2.14629
O  0.09332  -2.32190  -0.03046
H  -2.83804  1.07020  0.77060
H  -0.16991  0.60667  0.67815
H  -0.64501  -0.80355  1.43952
H  -1.70920  0.21706  -1.03393
H  -3.22444  -1.65154  0.72770
H  -3.06966  -1.81771  -0.96492
H  -4.24112  0.35055  -1.46827
H  -5.00853  -0.18741  0.13224
H  -1.00961  -1.12336  -2.75439
H  0.02119  -2.46545  -2.63055
H  1.84521  2.08451  -2.22213
H  1.09949  1.02159  -2.99711
O  1.64579  1.80776  -3.14339
H  3.17861  1.71067  2.10104
H  2.24694  0.57242  2.52559
O  2.92689  0.80870  1.88293
H  1.54290  2.91066  -0.09931
H  2.63806  1.75867  -0.02169
O  1.74530  1.98771  -0.35729
H  0.75643  -3.05331  4.11987
H  -0.64123  -2.97837  3.31546
O  0.15646  -2.51350  3.60908
H  -0.97960  -4.71807  1.79834
H  -0.84987  -3.25598  1.26492
O  -1.43271  -3.87346  1.74322
H  4.34599  -1.08148  -0.14478
H  4.17734  -0.88174  1.28785
O  4.89956  -0.89462  0.63324
H  -2.74597  2.95208  -0.09890
H  -1.92488  3.23100  1.20090
O  -2.07318  3.54219  0.30214
H  -1.85781  2.26483  -3.80388
H  -0.36701  2.38103  -3.79480
O  -1.10130  2.05005  -3.23843
H  2.20368  -4.33584  1.69496
H  1.12378  -3.32808  1.70410
O  1.25401  -4.26902  1.88330
H  4.45139  0.90260  0.62888
H  4.56721  1.78255  -0.65408
O  4.37085  1.80608  0.28671
H  -0.41784  3.75105  -1.87019
H  -0.61626  3.95611  -0.57174
O  0.19806  3.93209  -1.13046

natural (NBO) atomic charges, in units of e:
1. N -0.87
2. C -0.18
3. C -0.45
4. C -0.10
5. O -0.79
6. C 0.58
7. N -0.89
8. O -0.73
9. H 0.50
10. H 0.40
11. H 0.38
12. H 0.22
13. H 0.22
14. H 0.22
15. H 0.18
16. H 0.18
17. H 0.37
18. H 0.38
19. H 0.50
20. H 0.45
21. O -1.05
22. H 0.48
23. H 0.48
24. O -1.00
25. H 0.49
26. H 0.49
27. O -1.02
28. H 0.47
29. H 0.50
30. O -1.00
31. H 0.49
32. H 0.50
33. O -1.00
34. H 0.45
35. H 0.48
36. O -0.98
37. H 0.51
38. H 0.48
39. O -0.98
40. H 0.41
41. H 0.48
42. O -1.18
43. H 0.46
44. H 0.49
45. O -0.99
46. H 0.50
47. H 0.48
48. O -1.00
49. H 0.48
50. H 0.49
51. O -1.01